1.
A molecular structure, C13H21BN6OOs. Source: the Open Molecules 2025 dataset; level of theory: the ωB97M-V functional and the def2-TZVPD basis.

- max |F| (hartree/bohr) = 0.0648
- HOMO level (spin up / spin down) (eV) = -15.45 / -16.05
- frontier orbital gap (spin up / spin down) (eV) = 8.36 / 6.37

ORCA input file:
```
! RIJCOSX wB97M-V def2-TZVPD def2/J DEFGRID3
* xyz 2 5
H 0.528 3.001 0.890
N 0.156 1.588 -0.649
B -0.045 0.293 -2.824
N 0.263 1.589 -2.038
C 0.668 2.799 -2.410
Os -0.252 -0.068 0.336
H 0.799 3.007 -3.453
C 0.842 3.612 -1.283
H 1.157 4.611 -1.249
C 0.523 2.814 -0.176
H 0.065 0.423 -4.001
C -1.458 -1.880 1.674
H -1.377 -2.009 2.785
H -0.492 -2.296 1.330
H -2.252 -2.390 1.093
N -1.504 -0.107 -2.422
N 0.875 -0.822 -2.242
N -1.815 -0.276 -1.084
N 0.928 -1.054 -0.862
C -2.601 -0.321 -3.149
C 1.759 -1.642 -2.802
H -2.571 -0.237 -4.243
H 1.880 -1.640 -3.883
C -3.671 -0.678 -2.304
C 2.364 -2.427 -1.840
C -3.111 -0.661 -1.022
C 1.830 -2.050 -0.621
H -4.666 -0.911 -2.577
H 3.104 -3.178 -1.962
H -3.569 -0.908 -0.067
H 2.013 -2.356 0.411
H -1.603 -0.819 1.599
C -0.241 0.506 3.776
C 1.045 0.713 3.007
C 2.270 0.236 3.789
O 1.045 -0.037 1.782
H -0.335 -0.522 4.101
H -1.132 0.833 3.267
H -0.193 1.114 4.701
H 1.125 1.767 2.732
H 2.187 -0.849 3.917
H 3.176 0.484 3.209
H 2.285 0.750 4.765
*
```

***

2.
A molecular structure, C22H20AuBBr2N7OS. Source: the Open Molecules 2025 dataset; level of theory: the ωB97M-V functional and the def2-TZVPD basis.

- max |F| (hartree/bohr) = 0.0245
- HOMO level (spin up / spin down) (eV) = -10.86 / -10.86
- frontier orbital gap (spin up / spin down) (eV) = 7.64 / 5.44

ORCA input file:
```
! RIJCOSX wB97M-V def2-TZVPD def2/J DEFGRID3
* xyz 1 3
Au 0.919 0.420 1.212
Br 4.179 -3.592 1.863
C 2.690 -4.075 0.844
C 2.562 -5.413 0.542
C 1.521 -5.858 -0.245
Br 1.436 -7.683 -0.644
C 0.557 -4.947 -0.784
C -0.522 -5.356 -1.581
C -1.384 -4.417 -2.086
C -1.127 -3.074 -1.811
N -0.116 -2.665 -1.067
C 0.696 -3.566 -0.523
C 1.768 -3.052 0.363
O 1.919 -1.848 0.662
H 3.289 -6.117 0.924
H -0.669 -6.406 -1.795
H -2.237 -4.703 -2.686
H -1.778 -2.299 -2.208
B 2.415 3.264 3.043
N 1.288 3.472 1.986
C 0.761 4.686 1.800
C -0.096 4.650 0.712
C -0.047 3.335 0.282
N 0.805 2.638 1.049
N 2.839 1.783 3.264
C 3.779 1.455 4.153
C 3.966 0.083 4.143
C 3.082 -0.375 3.182
N 2.415 0.660 2.656
H 3.393 3.880 2.680
H 2.020 3.714 4.093
H 1.050 5.502 2.443
H -0.669 5.460 0.295
H -0.560 2.885 -0.548
H 4.247 2.224 4.748
H 4.646 -0.499 4.744
H 2.874 -1.366 2.835
N 0.426 0.206 -1.992
C -0.784 0.525 -1.519
S -1.185 0.267 0.119
N -1.656 1.018 -2.411
C -2.971 1.578 -2.275
C -3.773 1.502 -3.410
C -5.052 2.032 -3.397
C -5.530 2.661 -2.257
C -4.715 2.763 -1.140
C -3.437 2.220 -1.135
H 1.001 -0.401 -1.431
H 0.631 0.261 -2.976
H -1.378 0.930 -3.377
H -3.390 1.028 -4.309
H -5.675 1.949 -4.279
H -6.531 3.071 -2.241
H -5.072 3.280 -0.257
H -2.822 2.312 -0.254
*
```

***

3.
A molecular structure, C2H6NS. Source: the Open Molecules 2025 dataset; level of theory: the ωB97M-V functional and the def2-TZVPD basis.

- max |F| (hartree/bohr) = 0.0352
- HOMO level (eV) = -3.15
- frontier orbital gap (eV) = 7.50

ORCA input file:
```
! RIJCOSX wB97M-V def2-TZVPD def2/J DEFGRID3
* xyz -1 1
S -0.851 1.506 -2.176
H -1.696 1.091 -3.136
C 0.780 -0.382 1.841
C 0.151 -0.024 0.687
N 0.093 -0.643 -0.537
H 1.347 -1.313 1.949
H 0.784 0.343 2.677
H -0.281 1.005 0.584
H -0.135 -1.632 -0.535
H -0.191 0.050 -1.353
*
```

***

Copy entry 2 word for word.
A molecular structure, C22H20AuBBr2N7OS. Source: the Open Molecules 2025 dataset; level of theory: the ωB97M-V functional and the def2-TZVPD basis.

- max |F| (hartree/bohr) = 0.0245
- HOMO level (spin up / spin down) (eV) = -10.86 / -10.86
- frontier orbital gap (spin up / spin down) (eV) = 7.64 / 5.44

ORCA input file:
```
! RIJCOSX wB97M-V def2-TZVPD def2/J DEFGRID3
* xyz 1 3
Au 0.919 0.420 1.212
Br 4.179 -3.592 1.863
C 2.690 -4.075 0.844
C 2.562 -5.413 0.542
C 1.521 -5.858 -0.245
Br 1.436 -7.683 -0.644
C 0.557 -4.947 -0.784
C -0.522 -5.356 -1.581
C -1.384 -4.417 -2.086
C -1.127 -3.074 -1.811
N -0.116 -2.665 -1.067
C 0.696 -3.566 -0.523
C 1.768 -3.052 0.363
O 1.919 -1.848 0.662
H 3.289 -6.117 0.924
H -0.669 -6.406 -1.795
H -2.237 -4.703 -2.686
H -1.778 -2.299 -2.208
B 2.415 3.264 3.043
N 1.288 3.472 1.986
C 0.761 4.686 1.800
C -0.096 4.650 0.712
C -0.047 3.335 0.282
N 0.805 2.638 1.049
N 2.839 1.783 3.264
C 3.779 1.455 4.153
C 3.966 0.083 4.143
C 3.082 -0.375 3.182
N 2.415 0.660 2.656
H 3.393 3.880 2.680
H 2.020 3.714 4.093
H 1.050 5.502 2.443
H -0.669 5.460 0.295
H -0.560 2.885 -0.548
H 4.247 2.224 4.748
H 4.646 -0.499 4.744
H 2.874 -1.366 2.835
N 0.426 0.206 -1.992
C -0.784 0.525 -1.519
S -1.185 0.267 0.119
N -1.656 1.018 -2.411
C -2.971 1.578 -2.275
C -3.773 1.502 -3.410
C -5.052 2.032 -3.397
C -5.530 2.661 -2.257
C -4.715 2.763 -1.140
C -3.437 2.220 -1.135
H 1.001 -0.401 -1.431
H 0.631 0.261 -2.976
H -1.378 0.930 -3.377
H -3.390 1.028 -4.309
H -5.675 1.949 -4.279
H -6.531 3.071 -2.241
H -5.072 3.280 -0.257
H -2.822 2.312 -0.254
*
```